{
  "formula": "C6H3IO3",
  "method": "ωB97M-V with the def2-TZVPD basis set",
  "smiles": "O=C(I)C(=O)c1ccco1",
  "charge": 0,
  "energy_ev": -20511.188,
  "orbital_gap_ha": 0.3097,
  "lumo_energy_ha": -0.02985,
  "symbols": ["O", "C", "I", "C", "O", "C", "C", "C", "C", "O", "H", "H", "H"],
  "xyz": [[-2.1146, 2.2031, -0.3220], [-2.4110, 1.0648, -0.0706], [-4.3451, 0.2483, 0.0063], [-1.3949, -0.4458, 0.0685], [-2.0326, -1.4610, 0.0001], [0.0106, -0.2428, 0.0508], [0.9075, 0.7761, 0.1627], [2.2338, 0.1405, 0.0044], [1.9984, -1.2380, -0.1056], [0.6667, -1.4323, -0.1991], [0.6713, 1.9186, 0.3847], [3.1562, 0.6067, 0.3339], [2.6537, -2.1381, -0.3141]],
  "forces_ev_per_angstrom": [[-0.3, -2.5, 0.8], [1.9, 0.1, -0.5], [-1.1, 0.4, 0.1], [-2.6, 1.7, -0.7], [1.2, 1.0, 0.3], [1.2, -1.0, -0.6], [0.9, 1.6, 0.3], [-1.3, -0.7, 1.5], [0.1, 1.4, -1.1], [0.5, -0.4, 0.6], [0.6, -2.9, -0.6], [0.0, -0.1, -0.6], [-1.0, 1.4, 0.5]],
  "nbo_charge": [-0.509, 0.331, 0.095, 0.494, -0.471, 0.069, -0.191, -0.332, 0.152, -0.380, 0.273, 0.239, 0.230]
}